[1]
{
  "formula": "C20H51FN8O6P4S",
  "method": "ωB97M-V with the def2-TZVPD basis set",
  "charge": 0,
  "lumo_energy_ev": -1.326,
  "smiles": "C#C[C@H]1C[C@@]([PH2]=N)(P(N)O)[C@@H](CCF)OS1(=O)=O.CN(C)P(=O)(N(C)C)N(C)C.CN(C)P(=O)(N(C)C)N(C)C",
  "gap_ev": 6.537,
  "homo_ev": -7.86,
  "spin_multiplicity": 1,
  "elements": ["P", "H", "C", "H", "H", "H", "C", "H", "H", "H", "H", "F", "C", "H", "O", "C", "H", "C", "P", "C", "O", "C", "H", "H", "H", "H", "C", "H", "H", "C", "H", "H", "N", "H", "P", "C", "H", "H", "C", "H", "C", "O", "H", "C", "H", "H", "H", "C", "H", "H", "H", "H", "H", "C", "O", "N", "C", "N", "H", "H", "H", "H", "N", "H", "P", "H", "H", "O", "H", "N", "H", "H", "H", "H", "N", "N", "H", "C", "C", "O", "H", "C", "H", "H", "N", "S", "H", "C", "H", "H", "H"],
  "positions_angstrom": [[-1.68, -2.25, -1.14], [5.09, 2.49, 2.34], [6.19, -1.12, 4.54], [-7.34, 4.36, 1.98], [-2.73, 1.81, 2.45], [-4.46, 1.84, 2.76], [-0.16, -2.36, -2.35], [-7.65, 4.44, -1.09], [-2.66, 3.32, -0.69], [-2.58, -6.10, -4.36], [3.49, -3.78, 3.66], [-0.97, -5.45, -5.54], [-6.35, 4.74, 2.24], [3.92, -0.26, 5.75], [0.98, -4.15, -3.78], [4.77, 1.87, 1.49], [3.19, -0.10, -5.85], [3.19, -2.79, 3.31], [4.04, -0.34, 2.77], [-1.52, -4.51, -3.20], [-0.03, 0.41, -3.46], [2.83, -1.02, -3.60], [5.99, -2.51, 1.60], [6.78, -1.52, 3.72], [-6.48, 5.80, 2.50], [-3.48, 5.26, 0.59], [2.56, -2.10, -2.40], [3.45, -2.04, -1.68], [-0.95, -6.70, -3.74], [-7.12, 3.59, -1.53], [-2.13, -3.64, -3.67], [-1.72, -0.83, 0.51], [-1.78, -0.76, -0.53], [6.92, 0.74, 0.67], [-0.61, -1.20, -3.82], [4.57, 0.47, 5.26], [2.44, -2.92, 2.52], [6.88, -0.72, 1.60], [-1.47, -5.76, -4.21], [-2.07, -4.87, -2.24], [1.18, -1.82, -1.59], [3.52, -3.78, -4.32], [-2.58, -0.14, -3.36], [6.56, 0.32, 1.61], [1.00, -0.71, -1.32], [-1.94, 2.08, 0.29], [6.91, -0.66, 5.23], [-5.02, 4.66, -1.69], [3.69, 1.99, 1.39], [-7.65, 2.68, -1.24], [5.70, -1.95, 5.07], [4.87, -3.81, 1.81], [0.27, -4.53, -1.83], [-0.06, -3.93, -2.78], [2.98, -0.53, 1.67], [4.35, -2.03, 2.85], [4.93, -2.73, 1.69], [5.23, -0.11, 4.08], [-3.68, 4.86, 2.31], [-5.15, 4.65, -2.78], [-3.23, 1.64, -0.84], [1.25, -2.41, -0.59], [-3.88, 2.68, 0.90], [-3.81, 0.66, 1.60], [-5.54, 2.90, 0.49], [-5.37, 5.63, -1.33], [5.30, 0.84, 5.99], [3.03, -4.88, -2.20], [4.43, -2.46, 0.75], [5.12, 0.47, 1.71], [2.71, -2.28, 4.15], [-2.91, -2.50, -1.85], [-1.57, -3.21, -0.07], [-4.39, 6.33, 1.62], [-5.43, 4.57, 1.11], [-2.38, -0.99, -3.92], [0.38, 0.77, -4.29], [-3.71, 1.69, 1.97], [3.00, -0.35, -4.73], [-5.67, 1.45, -0.02], [-6.00, 4.21, 3.13], [-2.90, 2.41, -0.14], [-3.94, 4.61, -1.53], [3.95, 1.33, 4.96], [-5.73, 3.55, -1.09], [2.51, -3.83, -3.17], [7.08, 0.84, 2.42], [-4.18, 5.27, 1.43], [-2.55, -0.74, -4.92], [5.22, 2.26, 0.58], [-7.19, 3.66, -2.62]]
}

---

[2]
{
  "formula": "C45H40N4O4P2Sn",
  "method": "ωB97M-V with the def2-TZVPD basis set",
  "charge": 2,
  "lumo_energy_ev": -5.619,
  "gap_ev": 7.263,
  "homo_ev": -12.88,
  "spin_multiplicity": 1,
  "elements": ["O", "C", "C", "H", "C", "H", "O", "P", "C", "H", "H", "H", "O", "H", "C", "H", "C", "C", "H", "C", "P", "H", "N", "H", "C", "C", "N", "C", "C", "H", "H", "H", "C", "C", "C", "C", "H", "O", "C", "C", "C", "C", "H", "H", "H", "H", "C", "H", "C", "C", "H", "Sn", "C", "C", "C", "H", "C", "C", "C", "H", "C", "H", "H", "H", "C", "H", "C", "H", "C", "N", "C", "H", "H", "H", "C", "C", "C", "H", "H", "H", "C", "C", "H", "C", "C", "H", "H", "C", "H", "H", "C", "C", "H", "H", "C", "N"],
  "positions_angstrom": [[1.84, 0.30, -0.51], [2.49, 1.19, 0.15], [-0.44, -2.62, -2.56], [-1.31, -0.69, -2.82], [-1.00, -1.43, -2.11], [0.14, -4.16, 0.41], [1.97, 2.21, 0.63], [-1.95, 2.04, -1.23], [-4.23, -1.33, -0.12], [-6.04, 0.70, 2.63], [-0.32, -2.78, -3.62], [-2.15, 2.77, 1.67], [3.81, 3.42, 2.15], [-6.03, -2.48, -0.25], [3.22, -3.08, -0.31], [0.05, 0.68, 1.17], [-5.53, -1.65, 0.23], [1.92, 0.42, 3.28], [7.63, -1.20, 0.29], [-5.25, 4.37, -0.87], [-1.93, 0.18, 0.01], [1.73, 1.31, -4.33], [4.50, -0.15, -0.29], [-1.22, -1.15, 4.88], [4.93, 2.74, 2.00], [-4.65, 1.78, -1.71], [2.20, -2.75, 1.96], [-3.58, -0.27, 0.51], [1.18, 1.14, 4.21], [6.90, 1.06, 1.35], [4.12, -3.75, -2.15], [-1.06, 4.04, -0.22], [-5.95, 2.24, -1.77], [0.67, 1.47, -4.23], [0.39, -1.43, 3.49], [-5.53, 0.14, 1.85], [-3.17, 4.58, -0.46], [5.96, 3.00, 2.55], [-1.14, -1.24, -0.74], [3.27, -4.77, 1.44], [-2.08, 1.89, -3.98], [-0.04, -3.60, -1.66], [0.14, 2.75, -0.35], [-7.27, 3.88, -1.38], [-6.74, 1.59, -2.13], [2.83, 0.84, 2.86], [-6.25, 3.53, -1.34], [4.27, -6.62, 1.00], [-1.16, 2.46, 1.33], [-0.18, -3.40, -0.29], [-0.84, -2.06, 1.24], [3.00, -1.28, -1.54], [-0.90, 2.96, -0.10], [-6.18, -0.92, 1.22], [0.04, 0.59, 4.78], [-1.29, 0.49, 2.32], [4.88, 1.57, 1.07], [0.12, 1.67, -2.98], [-4.23, 0.47, 1.50], [-2.14, 1.71, -6.11], [3.90, -4.00, -1.11], [1.51, 2.13, 4.51], [0.12, -2.44, 3.24], [3.08, 3.07, 1.58], [-1.52, 1.69, -5.24], [-0.53, 1.14, 5.51], [-3.94, 3.92, -0.82], [0.40, -4.52, -2.02], [2.93, -3.50, 0.99], [6.02, 0.83, 0.89], [3.93, 0.94, 0.32], [-7.19, -1.17, 1.50], [-3.74, 1.29, 2.01], [2.98, -5.06, 2.45], [-0.73, -2.22, 0.17], [5.77, -0.20, 0.07], [-0.35, -0.70, 4.42], [4.83, -5.93, -1.32], [0.28, 1.32, -6.34], [0.76, 1.62, -2.11], [3.98, -5.64, 0.63], [-1.25, 1.88, -2.86], [7.08, -1.02, -1.38], [-3.64, 2.62, -1.24], [-1.00, 0.93, 1.37], [-4.42, 0.77, -2.04], [-3.14, 2.08, -3.89], [1.52, -0.85, 2.92], [6.31, -2.21, -0.32], [-3.71, -1.91, -0.88], [6.76, -1.22, -0.36], [4.30, -5.25, -0.66], [-5.48, 5.37, -0.55], [-0.42, 2.90, 2.00], [-0.15, 1.48, -5.36], [2.32, -1.52, 1.93]]
}

---

The calculated total energy results, record by record, are as follows: -3545.07591, -3155.39225 a.u..